The following is a quantum chemistry calculation of a structure of composition C31H48O3P2Rh, from the Open Molecules 2025 dataset.

As for the electronic energy: -60639.725 eV. The calculation puts the molar mass at 633.58 g mol⁻¹. Its spin multiplicity is 5. Its HOMO-LUMO gap (spin up / spin down) is 4.852 / 1.783 eV. The value obtained for the energy relative to the best compared isomer or geometry (same formula, charge and spin) is 62.9 kcal/mol. As for the net charge: +1. The LUMO energy (spin up / spin down) is -2.54 / -7.14 eV.

Each line ends with the Mulliken spin population.
Geometry (Å):
Rh1 0.838 1.046 0.774  1.77
C1 1.410 3.058 1.681  0.07
C2 1.244 2.060 2.679  0.16
C3 2.993 1.409 1.278  0.23
C4 2.480 2.645 0.803  0.33
C5 2.207 1.013 2.411  0.05
C6 0.668 4.340 1.718  -0.01
H1 -0.371 4.249 2.047  0.00
H2 0.578 4.711 0.719  0.00
H3 1.207 5.111 2.285  0.02
C7 3.114 3.354 -0.322  0.03
H4 2.449 4.132 -0.617  -0.01
H5 3.205 2.714 -1.203  -0.01
H6 4.045 3.852 -0.056  0.02
C8 4.219 0.719 0.776  -0.04
H7 5.121 1.199 1.181  0.01
H8 4.262 0.779 -0.314  0.00
H9 4.229 -0.327 1.090  0.00
C9 2.514 -0.129 3.325  0.01
H10 3.222 0.161 4.115  0.01
H11 2.969 -0.960 2.778  0.01
H12 1.619 -0.500 3.834  0.00
C10 0.318 2.119 3.852  0.02
H13 0.882 2.520 4.700  0.00
H14 -0.060 1.131 4.136  0.00
H15 -0.528 2.785 3.660  0.00
C11 -0.780 1.260 -0.834  0.14
C12 -1.166 2.001 0.271  -0.13
C13 -2.145 1.571 1.324  0.02
C14 -1.940 0.099 1.736  0.02
C15 -0.485 -0.338 1.722  -0.02
C16 0.144 -0.972 0.616  0.13
C17 -0.629 -1.283 -0.656  0.10
C18 -1.393 -0.076 -1.221  0.10
H16 -3.155 1.739 0.931  0.00
H17 -2.541 -0.553 1.092  0.00
H18 -2.041 2.229 2.195  0.00
H19 -2.441 -0.085 -0.911  0.01
H20 -0.324 1.809 -1.658  -0.05
H21 -1.011 3.072 0.233  0.02
H22 -1.385 -0.125 -2.311  0.01
H23 0.094 -1.621 -1.400  0.00
H24 0.973 -1.646 0.845  -0.07
H25 -1.327 -2.121 -0.510  0.00
H26 -2.318 -0.021 2.757  0.00
H27 -0.058 -0.519 2.708  0.01
P1 -2.491 -4.969 -2.035  0.40
P2 -0.902 -7.646 -1.314  0.35
C19 -3.321 -6.610 -2.416  0.00
C20 -2.331 -7.781 -2.523  0.02
H28 -3.854 -6.477 -3.370  0.01
H29 -4.063 -6.800 -1.625  0.00
H30 -2.840 -8.736 -2.315  0.01
H31 -1.899 -7.827 -3.535  0.00
C21 0.137 -9.041 -1.919  0.04
H32 0.931 -9.217 -1.185  0.00
H33 0.599 -8.754 -2.870  0.00
H34 -0.454 -9.955 -2.052  0.02
C22 -1.711 -8.479 0.128  0.03
H35 -2.140 -9.448 -0.162  0.01
H36 -2.497 -7.830 0.535  0.00
H37 -0.950 -8.631 0.903  0.00
C23 -2.842 -4.104 -3.629  0.05
H38 -2.546 -3.053 -3.527  -0.01
H39 -3.909 -4.171 -3.882  0.02
H40 -2.244 -4.564 -4.426  0.00
C24 -3.789 -4.201 -0.973  0.05
H41 -3.803 -4.709 -0.001  0.00
H42 -4.776 -4.277 -1.447  0.02
H43 -3.527 -3.147 -0.818  -0.01
O1 2.883 5.417 0.827  0.01
C25 2.262 6.365 0.062  0.00
C26 2.620 7.709 0.377  0.00
C27 2.086 8.779 -0.303  0.00
C28 1.161 8.517 -1.338  0.00
C29 0.784 7.181 -1.652  0.00
C30 1.304 6.047 -0.957  0.00
C31 0.559 4.627 -1.529  0.00
O2 -0.097 4.615 -2.636  0.02
O3 0.771 3.508 -0.992  -0.02
H44 3.412 5.912 1.476  0.00
H45 3.335 7.856 1.195  0.00
H46 2.406 9.794 -0.006  0.00
H47 0.756 9.391 -1.862  0.00
H48 0.071 7.098 -2.465  0.00